1.
{
  "formula": "C44H42IrN7O3PS",
  "method": "ωB97M-V/def2-TZVPD",
  "e_tot_ha": -3154.8365,
  "total_charge": 1,
  "gap_ev": 7.26,
  "fmax_ha_per_bohr": 0.0069,
  "e_above_lowest_kcal_mol": 0.00,
  "mol_weight_g_mol": 972.12,
  "e_lumo_ev": -3.23,
  "symbols": ["Ir", "C", "C", "C", "C", "N", "C", "N", "C", "N", "C", "N", "C", "C", "C", "C", "C", "N", "C", "C", "C", "C", "C", "C", "H", "H", "H", "H", "H", "H", "H", "H", "H", "H", "H", "H", "C", "C", "C", "N", "C", "S", "N", "C", "O", "C", "C", "C", "C", "C", "C", "H", "H", "H", "H", "H", "H", "H", "H", "H", "H", "H", "H", "H", "H", "C", "P", "C", "C", "C", "C", "C", "C", "C", "C", "C", "C", "C", "C", "H", "H", "H", "H", "H", "H", "H", "H", "H", "H", "H", "H", "H", "C", "C", "O", "O", "H", "H", "H"],
  "coordinates": [[-0.314, -0.321, 0.022], [3.681, -0.984, 1.509], [3.784, -0.260, 2.696], [2.682, 0.424, 3.135], [1.479, 0.414, 2.401], [1.391, -0.289, 1.246], [2.488, -0.970, 0.835], [0.478, 1.162, 2.967], [-0.671, 1.410, 2.437], [-1.192, 0.985, 1.255], [-2.459, 1.485, 1.092], [-3.315, 1.250, 0.170], [-3.171, 0.357, -0.867], [-4.319, 0.226, -1.664], [-4.339, -0.622, -2.740], [-3.186, -1.345, -3.027], [-2.091, -1.184, -2.219], [-2.058, -0.358, -1.149], [-2.751, 2.367, 2.240], [-3.855, 3.136, 2.547], [-3.817, 3.847, 3.742], [-2.715, 3.778, 4.592], [-1.607, 2.998, 4.275], [-1.654, 2.301, 3.084], [4.509, -1.551, 1.107], [4.708, -0.239, 3.259], [2.686, 1.005, 4.045], [2.378, -1.504, -0.089], [-5.173, 0.823, -1.380], [-5.229, -0.723, -3.347], [-3.128, -2.022, -3.866], [-1.177, -1.718, -2.411], [-4.708, 3.177, 1.883], [-4.660, 4.466, 4.021], [-2.725, 4.341, 5.516], [-0.748, 2.933, 4.928], [1.859, -5.610, 3.094], [2.525, -4.241, 3.059], [1.601, -3.123, 3.520], [0.509, -2.960, 2.555], [-0.640, -2.365, 2.718], [-1.611, -1.967, 1.338], [-1.128, -2.038, 3.950], [-1.050, -2.710, 5.199], [-1.109, -2.057, 6.207], [-1.016, -4.197, 5.181], [-0.474, -4.842, 6.290], [-0.469, -6.225, 6.348], [-1.025, -6.964, 5.311], [-1.587, -6.322, 4.217], [-1.579, -4.937, 4.146], [2.528, -6.377, 2.707], [0.953, -5.623, 2.486], [1.581, -5.884, 4.113], [2.876, -4.017, 2.048], [3.403, -4.229, 3.708], [2.140, -2.175, 3.582], [1.205, -3.352, 4.506], [0.758, -3.101, 1.557], [-1.722, -1.221, 3.965], [-0.067, -4.247, 7.097], [-0.041, -6.728, 7.205], [-1.032, -8.045, 5.363], [-2.035, -6.899, 3.419], [-2.044, -4.445, 3.300], [2.362, 0.763, -1.895], [0.658, 1.216, -1.440], [0.842, 2.984, -1.058], [0.588, 3.532, 0.192], [0.792, 4.887, 0.426], [1.252, 5.704, -0.592], [1.514, 5.166, -1.847], [1.311, 3.818, -2.079], [-0.236, 1.215, -3.019], [-1.270, 2.118, -3.251], [-1.975, 2.078, -4.444], [-1.645, 1.144, -5.417], [-0.615, 0.241, -5.191], [0.082, 0.269, -3.993], [2.676, 1.355, -2.753], [2.419, -0.296, -2.135], [3.020, 0.982, -1.054], [0.241, 2.910, 0.999], [0.588, 5.295, 1.407], [1.409, 6.760, -0.413], [1.873, 5.800, -2.647], [1.503, 3.417, -3.068], [-1.531, 2.854, -2.499], [-2.775, 2.784, -4.618], [-2.185, 1.126, -6.354], [-0.356, -0.487, -5.948], [0.873, -0.449, -3.816], [1.094, -3.672, -2.490], [0.834, -2.954, -1.186], [0.953, -3.544, -0.116], [0.548, -1.698, -1.331], [1.074, -4.747, -2.339], [2.083, -3.387, -2.855], [0.367, -3.380, -3.247]]
}

***

2.
{
  "formula": "C44H42N5O3P2PtSe2",
  "method": "ωB97M-V/def2-TZVPD",
  "e_tot_ha": -7806.1540,
  "total_charge": 1,
  "gap_ev": 7.61,
  "fmax_ha_per_bohr": 0.0079,
  "e_above_lowest_kcal_mol": 0.00,
  "mol_weight_g_mol": 1103.80,
  "e_lumo_ev": -2.71,
  "symbols": ["Pt", "N", "N", "C", "O", "O", "H", "H", "H", "Se", "P", "C", "C", "C", "C", "C", "C", "C", "C", "C", "C", "C", "C", "C", "C", "N", "N", "N", "P", "Se", "C", "C", "C", "C", "C", "C", "C", "C", "C", "C", "C", "C", "H", "H", "H", "H", "H", "H", "H", "H", "H", "H", "H", "H", "H", "H", "H", "H", "H", "H", "H", "H", "C", "C", "C", "C", "C", "C", "C", "O", "C", "C", "C", "H", "H", "H", "H", "H", "H", "H", "H", "H", "H", "H", "H", "C", "C", "C", "C", "C", "C", "C", "H", "H", "H", "H", "H", "H", "H"],
  "coordinates": [[-0.717, 0.182, 1.210], [-0.925, -1.410, 3.749], [-1.715, -2.394, 3.162], [-2.177, -2.347, 1.861], [-2.683, -3.349, 1.389], [-2.118, -1.221, 1.182], [-0.008, -1.775, 3.975], [-1.363, -1.064, 4.594], [-1.750, -3.315, 3.570], [1.438, 6.386, 2.651], [1.496, 5.683, 0.683], [0.282, 6.369, -0.463], [0.033, 5.746, -1.685], [-0.853, 6.310, -2.587], [-1.473, 7.516, -2.279], [-1.216, 8.144, -1.070], [-0.346, 7.570, -0.154], [3.113, 5.827, -0.117], [4.240, 5.413, 0.595], [5.496, 5.533, 0.029], [5.640, 6.083, -1.239], [4.526, 6.514, -1.941], [3.260, 6.385, -1.384], [1.183, 3.877, 0.651], [0.058, 3.048, 0.738], [0.500, 1.795, 0.927], [1.813, 1.883, 0.951], [2.258, 3.094, 0.787], [-1.735, 3.163, 0.744], [-2.263, 1.696, 2.249], [-2.316, 2.715, -0.893], [-3.691, 2.584, -1.089], [-4.176, 2.208, -2.330], [-3.293, 1.941, -3.369], [-1.924, 2.040, -3.166], [-1.433, 2.424, -1.928], [-2.276, 4.796, 1.220], [-3.177, 5.522, 0.443], [-3.656, 6.733, 0.915], [-3.223, 7.224, 2.139], [-2.306, 6.510, 2.899], [-1.841, 5.286, 2.452], [0.555, 4.833, -1.944], [-1.050, 5.820, -3.532], [-2.155, 7.967, -2.988], [-1.699, 9.084, -0.834], [-0.149, 8.041, 0.801], [4.131, 5.008, 1.593], [6.365, 5.205, 0.584], [6.626, 6.187, -1.674], [4.637, 6.959, -2.920], [2.400, 6.733, -1.938], [-4.379, 2.755, -0.270], [-5.242, 2.110, -2.482], [-3.675, 1.640, -4.335], [-1.237, 1.809, -3.969], [-0.363, 2.478, -1.770], [-3.493, 5.156, -0.524], [-4.361, 7.298, 0.321], [-3.597, 8.172, 2.501], [-1.951, 6.904, 3.842], [-1.138, 4.724, 3.052], [2.151, -6.969, -2.590], [1.596, -5.689, -2.040], [0.271, -5.334, -2.250], [-0.256, -4.157, -1.742], [-1.714, -3.859, -1.977], [0.592, -3.299, -0.997], [-0.026, -2.126, -0.451], [0.539, -1.282, 0.284], [1.948, -3.648, -0.774], [2.902, -2.788, 0.004], [2.415, -4.835, -1.299], [1.404, -7.517, -3.160], [2.503, -7.610, -1.779], [3.005, -6.769, -3.239], [-0.371, -5.996, -2.817], [-2.160, -4.653, -2.573], [-1.859, -2.921, -2.516], [-2.259, -3.795, -1.032], [-1.081, -1.980, -0.666], [2.511, -2.556, 0.996], [3.083, -1.839, -0.500], [3.857, -3.298, 0.114], [3.450, -5.113, -1.132], [2.697, 0.728, 1.174], [4.130, 1.163, 1.217], [4.705, 1.561, 2.417], [6.022, 1.992, 2.448], [6.768, 2.024, 1.277], [6.197, 1.625, 0.077], [4.879, 1.194, 0.048], [2.502, 0.026, 0.370], [2.374, 0.268, 2.107], [4.121, 1.539, 3.330], [6.468, 2.299, 3.385], [7.798, 2.355, 1.302], [6.778, 1.646, -0.835], [4.431, 0.884, -0.889]]
}